Here is C40H103N7O13 as an isolated structure from the Open Molecules 2025 dataset. Energies are from ωB97M-V with the def2-TZVPD basis set.

Geometry as XYZ:
```
163
Properties=species:S:1:pos:R:3
C 1.19 2.01 0.46
C 0.47 0.78 -0.07
O -0.01 0.99 -1.37
H 0.98 2.95 -0.04
H 2.27 1.86 0.40
H 0.96 2.13 1.53
H -0.32 0.53 0.64
H 1.17 -0.07 -0.03
H -0.65 0.30 -1.61
C 0.17 -3.90 -1.30
O -0.56 -2.73 -1.64
C -1.93 -2.87 -1.87
C -2.47 -1.67 -2.64
N -2.49 -0.48 -1.81
C -2.85 0.72 -2.57
C -3.16 1.84 -1.58
O -4.05 1.28 -0.64
C -4.20 2.07 0.51
H 0.16 -4.58 -2.15
H -0.19 -4.40 -0.40
H 1.19 -3.55 -1.18
H -2.47 -3.05 -0.93
H -2.16 -3.71 -2.54
H -3.50 -1.94 -2.93
H -1.84 -1.54 -3.53
H -3.24 -0.51 -1.12
H -3.64 0.48 -3.29
H -1.94 1.06 -3.08
H -3.54 2.73 -2.10
H -2.24 2.20 -1.12
H -4.68 1.45 1.26
H -4.81 2.97 0.39
H -3.23 2.33 0.95
C -4.90 -2.26 1.57
O -4.80 -1.04 2.26
C -3.47 -0.74 2.63
C -3.51 0.34 3.68
N -2.20 0.55 4.25
C -1.26 1.33 3.46
C -0.26 1.96 4.39
O 0.72 2.69 3.69
C 1.60 3.32 4.60
H -4.73 -3.10 2.26
H -4.18 -2.35 0.74
H -5.86 -2.31 1.06
H -2.92 -0.42 1.73
H -2.92 -1.62 2.99
H -4.18 -0.03 4.45
H -3.95 1.27 3.29
H -2.12 0.68 5.25
H -1.76 2.13 2.90
H -0.79 0.66 2.73
H 0.25 1.18 4.98
H -0.80 2.56 5.14
H 2.18 2.55 5.13
H 1.05 3.89 5.36
H 2.24 4.03 4.09
C -0.58 -2.14 1.75
O -0.25 -3.40 2.28
C 1.06 -3.53 2.74
C 1.45 -4.99 2.83
N 0.57 -5.72 3.75
C 0.74 -7.18 3.60
C 0.24 -7.91 4.86
O -0.15 -9.21 4.54
C -0.15 -10.10 5.64
H 0.17 -1.76 1.06
H -0.55 -1.40 2.56
H -1.56 -2.19 1.29
H 1.20 -3.07 3.73
H 1.75 -3.03 2.05
H 2.50 -5.19 3.07
H 1.35 -5.45 1.83
H -0.36 -5.59 3.36
H 1.78 -7.41 3.39
H 0.14 -7.52 2.74
H -0.58 -7.35 5.31
H 1.15 -7.91 5.48
H -0.99 -9.82 6.29
H 0.81 -10.07 6.15
H -0.40 -11.11 5.33
C -0.25 4.70 -2.34
O -0.84 5.31 -3.47
C -2.07 4.69 -3.80
C -2.68 5.39 -4.99
N -2.07 5.04 -6.28
C -2.70 5.81 -7.36
C -1.89 5.67 -8.63
O -0.52 5.85 -8.42
C 0.29 5.56 -9.52
H 0.62 5.29 -2.04
H 0.10 3.69 -2.56
H -0.96 4.58 -1.52
H -2.73 4.90 -2.95
H -1.96 3.63 -4.01
H -2.49 6.47 -4.87
H -3.76 5.21 -4.98
H -1.09 5.30 -6.20
H -2.65 6.87 -7.07
H -3.76 5.55 -7.44
H -2.23 6.53 -9.23
H -2.22 4.78 -9.17
H 0.24 6.39 -10.23
H 0.00 4.64 -10.04
H 1.31 5.38 -9.17
C -1.76 -2.93 4.98
O -0.65 -2.20 5.40
C -0.93 -0.93 5.93
C 0.44 -0.29 6.26
N 1.38 -0.40 5.15
C 1.13 0.61 4.12
C 2.27 0.66 3.13
O 2.17 -0.43 2.24
C 3.18 -0.45 1.26
H -2.46 -2.33 4.38
H -2.36 -3.30 5.82
H -1.45 -3.76 4.36
H -1.54 -0.96 6.84
H -1.45 -0.31 5.19
H 0.80 -0.79 7.16
H 0.34 0.78 6.48
H 1.23 -1.31 4.72
H 0.96 1.59 4.56
H 0.26 0.39 3.48
H 3.21 0.68 3.70
H 2.24 1.59 2.54
H 4.17 -0.48 1.72
H 3.15 0.45 0.65
H 3.03 -1.30 0.59
C 4.28 1.96 -1.59
C 5.22 3.01 -0.99
C 4.85 3.36 0.45
O 3.77 4.29 0.37
C 3.40 4.85 1.60
N 6.60 2.49 -1.02
H 4.21 1.09 -0.94
H 4.62 1.65 -2.58
H 3.30 2.41 -1.76
H 5.16 3.93 -1.59
H 5.63 3.94 0.96
H 4.52 2.48 1.01
H 3.06 4.09 2.31
H 2.63 5.60 1.45
H 4.23 5.41 2.05
H 6.80 2.27 -1.99
H 7.21 3.26 -0.75
C 2.74 -0.64 -5.14
C 1.49 -1.17 -4.47
C 1.22 -2.65 -4.74
O 1.05 -2.84 -6.12
C 0.96 -4.20 -6.48
N 1.64 -0.99 -2.99
H 3.64 -1.17 -4.84
H 2.92 0.40 -4.84
H 2.65 -0.65 -6.22
H 0.59 -0.61 -4.75
H 0.27 -2.86 -4.22
H 2.00 -3.25 -4.26
H 1.93 -4.70 -6.34
H 0.75 -4.26 -7.55
H 0.21 -4.72 -5.88
H 1.36 -0.02 -2.85
H 0.87 -1.49 -2.54
```

Output
- Calculated total energy: -2946.51466 Eh


Here is a 14-piece molecular cluster, C3H34O15 overall from the Open Molecules 2025 dataset. Energies are from ωB97M-V with the def2-TZVPD basis set.

Geometry as XYZ:
```
52
Properties=species:S:1:pos:R:3
C -1.04 -0.72 -0.72
O -2.22 -1.19 -0.18
C 0.13 -0.37 0.18
C 1.11 0.46 -0.70
O 2.45 -0.04 -0.62
H -0.56 -1.58 -1.27
H -1.22 0.17 -1.40
H -3.03 -0.48 -0.40
H -0.38 0.20 1.02
H 0.57 -1.26 0.53
H 0.68 0.35 -1.69
H 1.22 1.43 -0.34
H 2.48 -1.03 -0.64
H -0.68 2.34 -1.99
H -1.69 2.21 -3.03
O -1.50 1.95 -2.10
H 0.29 -3.28 1.22
H -0.75 -3.16 0.05
O 0.19 -3.40 0.32
H 1.52 3.02 -1.59
H 1.46 2.98 -3.12
O 1.02 2.76 -2.36
H -3.24 1.62 0.53
H -2.74 1.59 -0.95
O -3.41 1.21 -0.30
H 2.69 -3.26 -1.04
H 2.29 -3.85 0.24
O 2.92 -3.28 -0.08
H 0.43 -3.09 -3.45
H 0.56 -3.40 -1.95
O 1.03 -3.39 -2.69
H 0.72 -0.48 3.29
H 2.15 -0.95 3.53
O 1.22 -1.35 3.53
H -3.38 -0.01 3.34
H -2.79 -1.04 2.37
O -2.60 -0.54 3.17
H -1.06 -1.36 -3.61
H 0.16 -1.26 -4.65
O -0.54 -1.76 -4.34
H 2.98 0.97 0.73
H 3.97 1.85 1.23
O 3.07 1.83 1.15
H -1.63 1.65 2.03
H -1.45 3.01 1.18
O -2.02 2.31 1.55
H -0.47 1.60 3.75
H -1.27 0.33 3.21
O -0.49 0.83 3.18
H 1.78 2.96 1.18
H 0.20 2.59 1.56
O 0.86 3.30 1.20
```

Output
- Calculated total energy: -1263.19741 Eh


no.,strongest force on any atom (eV/Å),Kohn-Sham gap (eV),E_LUMO (Ha)
1,11.5,8.4,0.022
2,7.6,9.6,0.000